# 1
# C12H22N

C12H22N as an isolated structure (wB97M-V/def2-TZVPD, the Open Molecules 2025 dataset).

Last column: natural (NBO) charge in e.
Cartesian coordinates (Å):
C: -1.653 1.754 0.103  0.1485
C: -0.705 1.123 -0.689  -0.3108
C: 2.144 -0.680 -0.223  -0.0361
C: 2.853 0.530 -0.181  -0.0491
C: -2.373 0.468 0.377  -0.1506
C: -1.365 -0.072 -0.674  0.4657
C: 3.796 0.811 -1.293  -0.6308
C: 2.520 1.708 0.612  -0.6644
C: -2.111 -0.101 1.724  -0.6047
C: -3.901 0.463 0.008  -0.6085
C: -1.388 -1.236 -1.584  -0.7249
C: 0.679 -2.422 0.705  -0.4411
N: 1.092 -1.033 0.574  -0.5999
H: -1.826 2.708 0.388  0.2219
H: 0.206 1.377 -1.191  0.2620
H: 2.527 -1.535 -0.703  0.2041
H: 4.763 1.302 -0.935  0.2209
H: 4.112 0.013 -1.893  0.2243
H: 3.373 1.561 -2.064  0.2110
H: 3.075 2.528 0.353  0.2374
H: 2.818 1.720 1.724  0.2378
H: 1.387 1.953 0.782  0.1944
H: -2.136 -1.153 1.567  0.2225
H: -2.839 0.254 2.433  0.2459
H: -1.055 0.113 2.041  0.2065
H: -4.107 0.790 -1.000  0.2257
H: -4.402 1.076 0.690  0.2330
H: -4.211 -0.503 0.186  0.2251
H: -1.274 -2.205 -0.991  0.2781
H: -0.560 -1.153 -2.306  0.2550
H: -2.242 -1.229 -2.130  0.2685
H: -0.345 -2.524 1.185  0.2131
H: 0.826 -3.008 -0.271  0.2162
H: 1.543 -2.863 1.333  0.2169
H: 0.777 -0.533 1.345  0.3863

Output
Kohn-Sham gap (alpha / beta): 4.98 / 4.98 eV
2S+1: 1
Charge: +1

***

# 2
# C12H22N2O4Pd

C12H22N2O4Pd as an isolated structure (wB97M-V/def2-TZVPD, the Open Molecules 2025 dataset).

Last column: natural (NBO) charge in e.
Cartesian coordinates (Å):
Pd: 0.130 -0.357 1.186  0.4326
N: -1.717 -0.911 -1.485  -0.8754
C: -2.954 -0.759 -0.722  -0.2905
C: -2.991 -1.223 0.740  0.5937
O: -4.140 -1.440 1.204  -0.7930
N: -1.843 -1.362 1.376  -0.7054
C: -1.999 -1.840 2.738  -0.3439
C: -0.671 -2.056 3.464  0.7680
O: -0.678 -2.698 4.526  -0.7640
O: 0.368 -1.528 2.942  -0.7775
H: -1.038 -0.260 -1.089  0.3735
H: -1.319 -1.809 -1.217  0.3508
H: -3.765 -1.299 -1.219  0.1753
H: -3.244 0.297 -0.734  0.1817
H: -2.571 -2.772 2.778  0.1908
H: -2.577 -1.130 3.347  0.1858
C: 0.661 2.856 1.769  -0.6067
C: 1.853 2.155 1.115  -0.1652
C: 2.953 1.960 2.170  -0.6062
C: 2.392 3.039 -0.016  -0.6011
C: 1.471 0.780 0.568  -0.5617
H: 0.946 3.839 2.169  0.1639
H: 0.267 2.238 2.577  0.2279
H: -0.142 2.983 1.040  0.2116
H: 3.249 2.917 2.619  0.1739
H: 3.839 1.502 1.721  0.1892
H: 2.592 1.295 2.957  0.2298
H: 2.649 4.041 0.350  0.1800
H: 1.644 3.145 -0.806  0.2072
H: 3.291 2.599 -0.459  0.1870
H: 2.379 0.423 0.033  0.0946
C: 1.376 -0.821 -2.863  -0.7547
C: 2.280 0.086 -3.637  0.6102
C: 3.599 0.424 -2.973  -0.7248
O: 2.010 0.528 -4.736  -0.5877
H: 1.855 -1.801 -2.769  0.2187
H: 0.394 -0.913 -3.318  0.2489
H: 1.264 -0.463 -1.831  0.2858
H: 3.450 0.650 -1.917  0.2462
H: 4.075 1.260 -3.483  0.2142
H: 4.248 -0.453 -3.037  0.2165

Output
Kohn-Sham gap: 5.35 eV
2S+1: 1
Charge: -2

***

# 3
# C12H22N4O5

A 2-piece molecular cluster, C12H22N4O5 overall (wB97M-V/def2-TZVPD, the Open Molecules 2025 dataset).

Last column: natural (NBO) charge in e.
Cartesian coordinates (Å):
C: -4.766 0.509 -0.208  -0.7258
C: -3.299 0.738 -0.302  0.8111
O: -2.666 1.214 0.595  -0.5941
O: -2.719 0.365 -1.459  -0.5190
C: -1.794 1.310 -1.995  -0.0875
C: -0.343 0.801 -1.850  -0.2486
N: -0.299 -0.630 -1.713  -0.1650
C: 0.135 -1.416 -0.696  0.5772
N: 0.654 -0.928 0.439  -0.5936
C: 1.128 -1.796 1.500  -0.2147
C: 2.336 -1.233 2.227  -0.4077
C: 2.071 -0.120 3.260  -0.2156
C: 0.901 0.796 2.922  -0.6189
C: 3.346 0.733 3.369  -0.5961
N: -0.026 -2.706 -0.997  -0.5291
C: -0.558 -2.697 -2.227  0.2650
N: -0.731 -1.471 -2.679  -0.2094
C: -1.281 -1.038 -4.047  0.8690
O: -2.338 -1.553 -4.328  -0.6556
O: -0.531 -0.237 -4.594  -0.7120
H: -5.136 -0.106 -1.020  0.2396
H: -5.283 1.461 -0.167  0.2473
H: -4.969 -0.019 0.719  0.2409
H: -2.015 1.410 -3.053  0.2187
H: -1.884 2.277 -1.514  0.2021
H: 0.232 1.102 -2.716  0.2628
H: 0.089 1.279 -0.981  0.2204
H: 0.701 0.069 0.522  0.4121
H: 1.430 -2.719 1.012  0.2291
H: 0.323 -2.080 2.179  0.1933
H: 3.082 -0.923 1.497  0.2074
H: 2.779 -2.072 2.764  0.2186
H: 1.895 -0.576 4.233  0.1987
H: 1.080 1.401 2.035  0.1894
H: -0.042 0.259 2.852  0.2178
H: 0.773 1.499 3.744  0.2197
H: 4.199 0.067 3.481  0.2068
H: 3.484 1.253 2.422  0.1988
H: 3.287 1.424 4.202  0.2100
H: -0.806 -3.594 -2.760  0.2332
O: 2.355 2.379 -1.990  -0.9483
H: 2.558 3.295 -1.778  0.4732
H: 2.649 2.274 -2.902  0.4786

Output
Kohn-Sham gap: 9.14 eV
2S+1: 1
Charge: 0

***

Energy relative to the best compared isomer or geometry (same formula, charge and spin) values, unit kcal per mole, following the record order: 109.2; 0.0; 48.1.